Version i
Here is 2 unconnected molecules or ions with the total composition C2H3NOS from the Open Molecules 2025 dataset. Energies are from wB97M-V/def2-TZVPD.

Summary:
Highest occupied orbital energy: -9.12 eV
E_LUMO: -0.0267 Ha
Gap between HOMO and LUMO: 8.394 eV
SMILES: N=C=O.C=S

ORCA input file:
```
! RIJCOSX wB97M-V def2-TZVPD def2/J DEFGRID3
* xyz 0 1
N 2.241 -0.325 0.586
C 3.112 0.301 0.090
O 3.980 0.917 -0.326
H 1.545 -0.957 0.114
C -0.886 0.887 -0.115
S -0.554 2.479 0.099
H -1.479 0.623 -0.876
H -0.517 0.049 0.398
*
```



Version ii
Here is a single C2H3NOS molecule from the Open Molecules 2025 dataset. Energies are from wB97M-V/def2-TZVPD.

Summary:
Highest occupied orbital energy (spin up / spin down): -9.53 / -9.42 eV
E_LUMO (spin up / spin down): -0.0321 / -0.0430 Ha
Gap between HOMO and LUMO (spin up / spin down): 8.661 / 8.245 eV

ORCA input file:
```
! RIJCOSX wB97M-V def2-TZVPD def2/J DEFGRID3
* xyz 0 1
C -1.423 -0.662 -0.012
C -0.021 -0.395 -0.244
N -0.197 1.035 -0.415
O -3.351 1.017 0.104
S -3.088 -0.441 -0.040
H 0.532 -0.677 0.585
H 0.144 -0.975 -1.122
H -0.471 1.408 0.489
*
```



Version iii
Here is a single C2H3NOS molecule from the Open Molecules 2025 dataset. Energies are from wB97M-V/def2-TZVPD.

Summary:
Highest occupied orbital energy: -9.37 eV
E_LUMO: -0.0061 Ha
Gap between HOMO and LUMO: 9.204 eV
SMILES: C=NOC=S

ORCA input file:
```
! RIJCOSX wB97M-V def2-TZVPD def2/J DEFGRID3
* xyz 0 1
C 2.380 -1.143 0.016
N 1.380 -0.826 0.914
O 0.634 0.145 0.118
C -0.853 0.004 0.249
S -1.797 0.910 -0.565
H 3.415 -1.461 0.189
H 2.538 -0.950 -1.107
H -1.090 -0.694 1.038
*
```



What is the stability order? It is version i, version iii, version ii, from most stable to least stable.



Version i
Here is a molecular structure, C2H9N3S from the Open Molecules 2025 dataset. Energies are from wB97M-V/def2-TZVPD.

Summary:
Highest occupied orbital energy: -9.11 eV
E_LUMO: -0.0168 Ha
Gap between HOMO and LUMO: 8.656 eV

ORCA input file:
```
! RIJCOSX wB97M-V def2-TZVPD def2/J DEFGRID3
* xyz 0 1
C -1.563 -0.140 0.529
C -1.625 1.681 -1.106
N 2.329 -2.949 -0.021
N 1.674 -0.816 1.452
N -1.286 0.959 0.047
S 1.431 -1.667 0.171
H 2.005 1.223 -0.504
H -2.168 -0.828 -0.124
H -1.148 -0.599 1.469
H -2.694 1.465 -1.434
H -1.431 2.693 -0.962
H -1.009 1.383 -1.990
H 2.804 -3.222 0.899
H 1.136 0.032 1.624
H 1.544 0.786 -0.049
*
```



Version ii
Here is a molecular structure, C2H9N3S from the Open Molecules 2025 dataset. Energies are from wB97M-V/def2-TZVPD.

Summary:
Highest occupied orbital energy: -7.90 eV
E_LUMO: 0.0205 Ha
Gap between HOMO and LUMO: 8.456 eV

ORCA input file:
```
! RIJCOSX wB97M-V def2-TZVPD def2/J DEFGRID3
* xyz 0 1
C -1.272 -1.091 -0.002
C 0.921 -0.601 0.499
N 0.709 2.051 -1.384
N 0.835 1.136 1.282
N -0.122 -0.357 -0.366
S -0.541 1.347 -0.927
H -0.744 -2.058 0.400
H -1.985 -0.878 0.794
H -1.792 -1.275 -0.969
H 0.925 -1.579 0.926
H 1.944 -0.306 0.117
H 0.693 1.956 0.945
H 0.699 2.966 -1.058
H 0.007 1.080 1.889
H -1.044 0.718 -2.026
*
```



What is the stability order? It is version i, version ii, from most stable to least stable.



Version i
Here is a molecular structure, CH5FN2 from the Open Molecules 2025 dataset. Energies are from wB97M-V/def2-TZVPD.

Summary:
Highest occupied orbital energy: -10.12 eV
E_LUMO: -0.0186 Ha
Gap between HOMO and LUMO: 9.618 eV

ORCA input file:
```
! RIJCOSX wB97M-V def2-TZVPD def2/J DEFGRID3
* xyz 0 1
C 0.637 0.825 0.060
N -0.488 0.051 -0.475
N -0.681 -1.185 -0.363
F -0.317 -1.663 1.126
H 0.360 1.785 -0.154
H 0.865 0.449 1.123
H 1.372 0.439 -0.497
H -1.903 0.907 -0.056
H 0.156 -1.607 -0.765
*
```



Version ii
Here is a single CH5FN2 molecule from the Open Molecules 2025 dataset. Energies are from wB97M-V/def2-TZVPD.

Summary:
Highest occupied orbital energy: -9.44 eV
E_LUMO: 0.0367 Ha
Gap between HOMO and LUMO: 10.442 eV
SMILES: CNNF

ORCA input file:
```
! RIJCOSX wB97M-V def2-TZVPD def2/J DEFGRID3
* xyz 0 1
C -0.164 0.308 -1.111
N 0.671 0.290 0.422
N 0.057 -0.082 1.479
F -0.350 -1.616 1.459
H -0.242 -0.725 -1.417
H -1.122 0.759 -0.910
H 0.463 0.902 -1.755
H 1.575 -0.138 0.281
H -0.888 0.301 1.551
*
```



Version iii
Here is 2 unconnected molecules or ions with the total composition CH5FN2 from the Open Molecules 2025 dataset. Energies are from wB97M-V/def2-TZVPD.

Summary:
Highest occupied orbital energy (spin up / spin down): -9.44 / -9.66 eV
E_LUMO (spin up / spin down): -0.0001 / 0.0050 Ha
Gap between HOMO and LUMO (spin up / spin down): 9.442 / 9.793 eV

ORCA input file:
```
! RIJCOSX wB97M-V def2-TZVPD def2/J DEFGRID3
* xyz 0 1
C 0.774 0.247 -0.427
N -0.025 -0.748 0.126
N -2.133 -0.368 -0.331
F -2.282 0.599 0.679
H 0.478 1.162 0.018
H 1.799 -0.010 -0.117
H 0.887 0.263 -1.493
H 0.021 -1.598 -0.402
H -2.622 -1.315 0.003
*
```



What is the stability order? It is version ii, version iii, version i, from most stable to least stable.



Version i
Here is a single C11H13NOS molecule from the Open Molecules 2025 dataset. Energies are from wB97M-V/def2-TZVPD.

Summary:
Highest occupied orbital energy: -8.39 eV
E_LUMO: 0.0114 Ha
Gap between HOMO and LUMO: 8.702 eV
SMILES: Cc1ccc(OCCSC#N)c(C)c1

ORCA input file:
```
! RIJCOSX wB97M-V def2-TZVPD def2/J DEFGRID3
* xyz 0 1
C 3.850 -0.549 1.913
C 2.416 -0.287 1.384
C 1.389 0.521 1.981
C 0.225 0.723 1.245
C -0.172 -0.187 0.143
O -1.471 -0.188 -0.508
C -2.424 0.415 0.217
C -3.730 0.981 -0.510
S -3.315 2.145 -1.938
C -2.348 0.993 -2.822
N -1.775 0.059 -3.330
C 0.762 -0.917 -0.463
C 0.532 -1.367 -1.904
C 1.995 -0.964 0.153
H 4.759 0.056 1.596
H 3.889 -1.649 1.929
H 3.712 -0.267 2.919
H 1.677 1.363 2.757
H -0.469 1.590 1.699
H -2.013 1.393 0.552
H -2.622 -0.048 1.276
H -4.523 0.104 -0.929
H -4.213 1.921 0.223
H -0.564 -1.850 -2.297
H 0.398 -0.406 -2.587
H 1.382 -1.852 -2.420
H 2.652 -1.734 -0.282
*
```



Version ii
Here is 2 unconnected molecules or ions with the total composition C11H13NOS from the Open Molecules 2025 dataset. Energies are from wB97M-V/def2-TZVPD.

Summary:
Highest occupied orbital energy: -8.51 eV
E_LUMO: 0.0002 Ha
Gap between HOMO and LUMO: 8.512 eV
SMILES: S=C=Nc1ccccc1.CC(C)=CO

ORCA input file:
```
! RIJCOSX wB97M-V def2-TZVPD def2/J DEFGRID3
* xyz 0 1
S 2.858 -2.682 0.061
C 2.053 -1.372 0.479
N 1.613 -0.455 1.101
C 1.046 0.680 1.401
C 1.771 1.906 1.335
C 1.131 3.028 1.800
C -0.212 3.089 2.058
C -1.036 1.865 1.976
C -0.294 0.744 1.655
H 2.809 2.087 1.154
H 1.713 3.852 2.058
H -0.612 4.058 2.429
H -2.093 1.715 2.148
H -0.964 -0.133 1.698
C -1.591 -0.354 -1.596
C -0.653 -1.516 -1.617
C -1.245 -2.780 -1.090
C 0.516 -1.506 -2.187
O 1.278 -0.426 -2.695
H -2.523 -0.815 -2.039
H -1.295 0.445 -2.139
H -1.940 -0.053 -0.555
H -1.473 -2.776 0.015
H -0.500 -3.656 -1.264
H -2.300 -2.921 -1.531
H 1.263 -2.350 -2.141
H 0.682 0.325 -2.512
*
```



What is the stability order? It is version ii, version i, from most stable to least stable.



Version i
Here is 2 unconnected molecules or ions with the total composition C4H10NO from the Open Molecules 2025 dataset. Energies are from wB97M-V/def2-TZVPD.

Summary:
Highest occupied orbital energy: -2.71 eV
E_LUMO: 0.1627 Ha
Gap between HOMO and LUMO: 7.134 eV

ORCA input file:
```
! RIJCOSX wB97M-V def2-TZVPD def2/J DEFGRID3
* xyz -1 1
C 0.448 -0.493 1.522
O 0.052 -0.934 0.298
C 0.152 0.987 1.819
C 0.844 1.930 0.796
H 1.560 -0.667 1.667
H 0.076 -1.174 2.357
H 0.554 1.180 2.851
H -0.929 1.130 1.758
H 0.605 2.984 1.035
H 0.425 1.682 -0.191
H 1.932 1.696 0.680
C -0.845 -1.415 -2.577
N -0.831 -0.168 -2.174
H -0.989 -1.673 -3.647
H -0.728 -2.258 -1.884
H -0.697 -0.308 -1.154
*
```



Version ii
Here is a molecular structure, C4H10NO from the Open Molecules 2025 dataset. Energies are from wB97M-V/def2-TZVPD.

Summary:
Highest occupied orbital energy: -1.91 eV
E_LUMO: 0.1056 Ha
Gap between HOMO and LUMO: 4.781 eV

ORCA input file:
```
! RIJCOSX wB97M-V def2-TZVPD def2/J DEFGRID3
* xyz -1 1
C -0.714 -0.754 1.527
N -2.266 0.303 1.306
C -0.943 0.509 -0.702
C -1.583 -0.464 0.300
C 2.325 -0.300 -1.218
O 2.511 0.919 -0.808
H 0.089 -1.458 1.214
H -1.185 -1.134 2.394
H -0.073 0.141 1.575
H -2.194 -1.280 -0.152
H -0.352 -0.050 -1.496
H -1.831 1.273 -0.988
H -0.279 1.211 -0.266
H 2.552 -1.142 -0.605
H 3.150 -0.390 -1.985
H 1.377 -0.586 -1.811
*
```



Version iii
Here is a gas-phase ion, C4H10NO (charge -1) from the Open Molecules 2025 dataset. Energies are from wB97M-V/def2-TZVPD.

Summary:
Highest occupied orbital energy: -2.32 eV
E_LUMO: 0.1574 Ha
Gap between HOMO and LUMO: 6.608 eV
SMILES: CC(C)NC[O-]

ORCA input file:
```
! RIJCOSX wB97M-V def2-TZVPD def2/J DEFGRID3
* xyz -1 1
C 1.250 1.062 1.236
C -0.120 0.829 0.639
C -0.143 1.374 -0.817
N -0.432 -0.597 0.777
C 0.009 -1.486 -0.360
O -0.749 -1.437 -1.441
H 1.977 0.452 0.698
H 1.620 2.081 1.111
H 1.291 0.791 2.290
H -0.895 1.360 1.194
H 0.509 0.703 -1.374
H -1.145 1.427 -1.215
H 0.371 2.341 -0.809
H -1.440 -0.721 0.756
H 1.102 -1.239 -0.510
H 0.081 -2.498 0.130
*
```



Version iv
Here is a gas-phase ion, C4H10NO (charge -1) from the Open Molecules 2025 dataset. Energies are from wB97M-V/def2-TZVPD.

Summary:
Highest occupied orbital energy: -2.12 eV
E_LUMO: 0.1447 Ha
Gap between HOMO and LUMO: 6.056 eV
SMILES: CCCNC[O-]

ORCA input file:
```
! RIJCOSX wB97M-V def2-TZVPD def2/J DEFGRID3
* xyz -1 1
C 2.169 -1.592 -0.495
C 1.675 -0.047 -0.689
C 0.619 0.584 0.328
N -0.691 0.962 -0.416
C -2.037 0.404 0.130
O -2.011 -0.043 1.361
H 1.373 -2.405 -0.797
H 2.130 -1.691 0.644
H 3.132 -1.732 -0.934
H 1.136 -0.035 -1.632
H 2.586 0.441 -1.016
H 0.674 -0.102 1.173
H 0.869 1.632 0.784
H -0.604 0.517 -1.270
H -2.217 -0.364 -0.579
H -2.701 1.249 0.005
*
```



What is the stability order? It is version iii, version i, version iv, version ii, from most stable to least stable.



Version i
Here is a molecular structure, C4H10NO from the Open Molecules 2025 dataset. Energies are from wB97M-V/def2-TZVPD.

Summary:
Highest occupied orbital energy: -2.12 eV
E_LUMO: 0.1149 Ha
Gap between HOMO and LUMO: 5.247 eV

ORCA input file:
```
! RIJCOSX wB97M-V def2-TZVPD def2/J DEFGRID3
* xyz -1 1
C 1.200 0.476 -0.446
N 3.974 0.096 -0.068
C 2.480 -0.232 0.201
C -3.369 0.258 0.716
C -4.058 -0.646 -0.074
O -5.278 -0.969 -0.133
H 0.783 1.210 0.246
H 0.499 -0.275 -0.774
H 1.542 1.026 -1.333
H 3.161 0.904 0.175
H 2.290 -1.231 -0.216
H 2.395 -0.376 1.274
H -2.316 0.059 0.853
H -3.959 0.874 1.391
H -3.403 -1.292 -0.726
H 4.059 0.118 -1.086
*
```



Version ii
Here is 2 unconnected molecules or ions with the total composition C4H10NO from the Open Molecules 2025 dataset. Energies are from wB97M-V/def2-TZVPD.

Summary:
Highest occupied orbital energy: -2.24 eV
E_LUMO: 0.1497 Ha
Gap between HOMO and LUMO: 6.308 eV

ORCA input file:
```
! RIJCOSX wB97M-V def2-TZVPD def2/J DEFGRID3
* xyz -1 1
C -1.073 0.630 0.381
C -0.084 0.024 1.329
C 1.217 -0.037 1.083
N -0.637 -0.474 2.538
H -1.445 1.585 0.762
H -1.954 -0.020 0.280
H -0.550 0.739 -0.612
H 1.982 -0.400 1.766
H 1.575 0.249 0.096
H -1.560 -0.864 2.475
H 0.007 -1.031 3.078
C 0.240 -0.506 -2.805
O 0.528 0.632 -2.103
H -0.384 -0.346 -3.699
H 1.133 -1.102 -3.126
H -0.345 -1.212 -2.156
*
```



What is the stability order? It is version ii, version i, from most stable to least stable.